No. 1
A cluster of 2 separate species, C9H7BrClF3O in total at a distorted geometry. Source: the Open Molecules 2025 dataset; level of theory: ωB97M-V with the def2-TZVPD basis set.

Computed properties:
Electronic energy ... -102207.8071 eV
Kohn-Sham gap (alpha / beta) ... 5.3 / 5.9 eV
Energy relative to the best compared isomer or geometry (same formula, charge and spin) ... 57.40 kcal/mol
LUMO (alpha / beta) ... -2.02 / -1.79 eV

Structure (ORCA input):
```
! RIJCOSX wB97M-V def2-TZVPD def2/J DEFGRID3
* xyz 0 1
C 3.135 0.181 -1.143
C 2.438 -1.000 -1.350
C 2.853 1.095 -0.195
C 1.472 -1.230 -0.424
C 1.836 0.877 0.722
C 1.119 -0.329 0.602
C -0.138 -0.553 1.271
C -2.537 0.057 -0.482
C -3.375 0.974 0.284
O -0.662 -1.760 1.275
F -2.744 2.180 0.448
F -3.590 0.390 1.489
F -4.718 1.235 -0.153
Cl -2.440 0.824 -2.168
Br -3.154 -1.727 -0.590
H 3.877 0.354 -1.793
H 2.800 -1.746 -1.965
H 3.452 1.997 -0.089
H 0.903 -2.193 -0.485
H 1.616 1.738 1.445
H -0.509 0.330 1.800
H -1.635 -1.696 1.500
*
```

---

No. 2
An isolated molecule of C9H7F2N3 at a distorted geometry. Source: the Open Molecules 2025 dataset; level of theory: ωB97M-V with the def2-TZVPD basis set.

Computed properties:
Electronic energy ... -19349.2921 eV
SMILES ... FC(F)/N=C\N=C=Nc1ccccc1
Kohn-Sham gap ... 9.1 eV
Energy relative to the best compared isomer or geometry (same formula, charge and spin) ... 0.00 kcal/mol
LUMO ... 0.02 eV

Structure (ORCA input):
```
! RIJCOSX wB97M-V def2-TZVPD def2/J DEFGRID3
* xyz 0 1
F 1.297 4.779 1.389
C 2.222 4.056 0.738
F 1.597 3.575 -0.446
N 2.905 3.136 1.528
C 2.376 1.944 1.643
N 1.302 1.489 1.060
C 0.698 0.452 0.927
N -0.164 -0.364 0.797
C -0.854 -1.203 0.026
C -1.949 -1.938 0.487
C -2.736 -2.713 -0.339
C -2.283 -3.031 -1.590
C -1.160 -2.387 -2.108
C -0.439 -1.484 -1.309
H 2.929 4.810 0.341
H 3.198 1.352 1.996
H -2.137 -1.837 1.595
H -3.531 -3.212 0.104
H -2.892 -3.779 -2.238
H -0.728 -2.852 -3.009
H 0.348 -0.793 -1.594
*
```

---

No. 3
A structure of composition C9H7F6O3PSV. Source: the Open Molecules 2025 dataset; level of theory: ωB97M-V with the def2-TZVPD basis set.

Computed properties:
Electronic energy ... -77712.0372 eV
Kohn-Sham gap (alpha / beta) ... 7.5 / 6.3 eV
Energy relative to the best compared isomer or geometry (same formula, charge and spin) ... 6.36 kcal/mol
LUMO (alpha / beta) ... -1.31 / -2.62 eV

Structure (ORCA input):
```
! RIJCOSX wB97M-V def2-TZVPD def2/J DEFGRID3
* xyz 0 4
V 0.092 0.189 0.037
O -0.845 -3.494 -0.934
C -0.134 -2.530 -0.813
O -0.438 -1.563 0.055
C 1.118 -2.336 -1.627
C 1.232 -3.202 -2.719
C 2.315 -3.157 -3.572
C 3.326 -2.233 -3.334
C 3.238 -1.373 -2.258
C 2.146 -1.404 -1.385
S 2.259 -0.279 -0.008
H 0.430 -3.910 -2.872
H 2.371 -3.831 -4.417
H 4.187 -2.181 -3.988
H 4.030 -0.659 -2.073
C -1.801 -0.264 2.530
C -0.345 0.054 2.301
O 0.533 0.175 3.063
H -1.961 -0.384 3.599
H -2.024 -1.173 1.971
H -2.399 0.549 2.121
F 0.207 2.346 -0.027
P -0.998 2.510 -1.207
F -1.751 1.286 -0.272
F -0.116 3.515 -2.009
F -2.151 2.417 -2.254
F -1.698 3.602 -0.327
F -0.214 1.209 -1.925
*
```

---

No. 4
A structure of composition C9H7HoN2O5S at a distorted geometry. Source: the Open Molecules 2025 dataset; level of theory: ωB97M-V with the def2-TZVPD basis set.

Computed properties:
Electronic energy ... -59276.2865 eV
Kohn-Sham gap (alpha / beta) ... 6.1 / 5.9 eV
LUMO (alpha / beta) ... -9.64 / -9.62 eV

Structure (ORCA input):
```
! RIJCOSX wB97M-V def2-TZVPD def2/J DEFGRID3
* xyz 2 5
O -1.819 -4.483 -1.321
C -1.374 -3.584 -0.778
Ho -1.396 0.366 1.025
C -2.234 2.624 0.701
O -2.514 3.684 0.327
C -3.861 0.505 0.444
O -4.972 0.706 -0.013
C -3.717 0.658 2.130
O -4.503 0.850 2.990
C -1.529 1.154 -1.271
O -1.756 1.738 -2.253
H -2.927 -0.133 -0.091
C 3.433 1.196 0.412
N 2.722 0.022 -0.092
C 3.074 -0.777 -1.179
C 2.158 -1.790 -1.241
N 1.274 -1.609 -0.179
C 1.617 -0.460 0.508
S 1.008 0.217 1.999
H 2.834 2.105 0.264
H 3.650 1.062 1.480
H 4.352 1.260 -0.161
H 3.930 -0.514 -1.766
H 2.100 -2.593 -1.947
H 0.451 -2.205 0.013
*
```

---

No. 5
An isolated molecule of C9H7N at a distorted geometry. Source: the Open Molecules 2025 dataset; level of theory: ωB97M-V with the def2-TZVPD basis set.

Computed properties:
Electronic energy ... -10931.1721 eV
Kohn-Sham gap (alpha / beta) ... 6.7 / 7.0 eV
Energy relative to the best compared isomer or geometry (same formula, charge and spin) ... 98.31 kcal/mol
LUMO (alpha / beta) ... -1.89 / -0.98 eV

Structure (ORCA input):
```
! RIJCOSX wB97M-V def2-TZVPD def2/J DEFGRID3
* xyz 0 1
C -0.207 1.739 -0.787
C -1.333 0.955 -0.855
C 0.175 -0.336 0.218
C 0.787 1.141 -0.017
C 2.020 1.502 0.354
C -1.063 -0.323 -0.345
C 1.085 -0.961 1.052
C 2.869 0.569 0.934
C -2.094 -1.428 -0.495
N 2.354 -0.664 1.174
H -0.086 2.758 -1.009
H -2.183 1.165 -1.540
H 0.788 -1.749 1.660
H 3.887 0.656 1.379
H -2.720 -1.492 0.412
H -2.736 -1.150 -1.248
H -1.541 -2.383 -0.888
*
```

---

No. 6
A structure of composition C9H7N2O5Pb at a distorted geometry. Source: the Open Molecules 2025 dataset; level of theory: ωB97M-V with the def2-TZVPD basis set.

Computed properties:
Electronic energy ... -27895.1790 eV
Kohn-Sham gap (alpha / beta) ... 5.4 / 5.3 eV
LUMO (alpha / beta) ... -4.04 / -4.06 eV

Structure (ORCA input):
```
! RIJCOSX wB97M-V def2-TZVPD def2/J DEFGRID3
* xyz 1 1
O 0.638 -4.094 -2.496
C 0.516 -3.138 -1.922
Pb 0.321 -1.040 -0.840
O -0.994 -2.770 1.723
C -0.530 -2.225 0.825
C 1.252 -0.153 -2.722
O 1.495 1.022 -2.670
C -1.527 -0.824 -1.925
O -2.515 -0.678 -2.511
C 2.373 -1.340 -0.234
O 3.481 -1.469 0.075
H 1.370 -0.982 -3.511
C -1.695 0.191 2.121
C -0.740 1.064 1.374
N 0.052 0.772 0.315
C 0.827 1.895 0.042
C 0.466 2.875 0.924
N -0.486 2.323 1.740
H -1.160 -0.283 2.960
H -2.460 0.864 2.522
H -2.189 -0.554 1.476
H 1.575 1.921 -0.762
H 0.865 3.862 0.981
H -0.933 2.761 2.516
*
```

---

No. 7
A structure of composition C9H7N2O5Pd at a distorted geometry. Source: the Open Molecules 2025 dataset; level of theory: ωB97M-V with the def2-TZVPD basis set.

Computed properties:
Electronic energy ... -26102.9512 eV
Kohn-Sham gap (alpha / beta) ... 8.6 / 5.4 eV
Energy relative to the best compared isomer or geometry (same formula, charge and spin) ... 33.04 kcal/mol
LUMO (alpha / beta) ... -11.49 / -17.08 eV

Structure (ORCA input):
```
! RIJCOSX wB97M-V def2-TZVPD def2/J DEFGRID3
* xyz 3 5
O 0.221 3.559 -4.689
C -0.140 3.764 -3.634
Pd 0.161 0.628 -1.594
O 0.250 3.086 0.568
C 0.164 2.416 -0.358
C -0.075 -1.448 -2.363
O -0.288 -2.416 -2.905
C 2.168 1.070 -1.701
O 3.290 0.914 -1.620
C -1.883 0.992 -1.521
O -2.919 0.511 -1.593
H 0.107 1.115 -3.141
C -0.979 -1.187 3.494
N -0.221 -1.179 2.272
C 0.799 -2.001 1.765
C 1.108 -1.500 0.512
N 0.341 -0.393 0.323
C -0.487 -0.199 1.357
H -1.509 -2.158 3.505
H -0.222 -1.134 4.301
H -1.681 -0.329 3.522
H 1.180 -2.846 2.348
H 1.804 -1.859 -0.189
H -1.189 0.592 1.343
*
```

---

No. 8
A cluster of 2 separate species, C9H7N3O2 in total at a distorted geometry. Source: the Open Molecules 2025 dataset; level of theory: ωB97M-V with the def2-TZVPD basis set.

Computed properties:
Electronic energy ... -18008.7276 eV
SMILES ... CC(C)=C(C#N)C(=C=O)C#N.N=C=O
Kohn-Sham gap ... 9.2 eV
Energy relative to the best compared isomer or geometry (same formula, charge and spin) ... 20.46 kcal/mol
LUMO ... -0.03 eV

Structure (ORCA input):
```
! RIJCOSX wB97M-V def2-TZVPD def2/J DEFGRID3
* xyz 0 1
C 1.851 -0.499 -1.288
C 0.437 0.077 -1.397
C 0.130 1.152 -2.367
C -0.532 -0.475 -0.664
C -1.929 -0.250 -0.929
N -3.017 0.129 -0.952
C -0.196 -1.266 0.575
C -1.037 -2.221 0.797
O -1.841 -2.994 1.117
C 0.943 -0.973 1.357
N 1.834 -0.704 2.011
H 1.753 -1.610 -1.438
H 2.180 -0.330 -0.284
H 2.516 -0.163 -1.970
H -0.297 0.701 -3.228
H 1.088 1.475 -2.582
H -0.493 2.055 -2.058
N -0.383 2.052 3.223
C -0.964 1.023 3.247
O -1.370 -0.078 3.131
H -0.674 2.898 3.698
*
```

---

No. 9
An isolated molecule of C9H7N3O2 at a distorted geometry. Source: the Open Molecules 2025 dataset; level of theory: ωB97M-V with the def2-TZVPD basis set.

Computed properties:
Electronic energy ... -18005.7288 eV
Kohn-Sham gap (alpha / beta) ... 6.5 / 5.1 eV
Energy relative to the best compared isomer or geometry (same formula, charge and spin) ... 89.61 kcal/mol
LUMO (alpha / beta) ... -0.09 / -0.93 eV

Structure (ORCA input):
```
! RIJCOSX wB97M-V def2-TZVPD def2/J DEFGRID3
* xyz 0 1
C -3.232 -1.214 0.210
C -2.513 -1.586 -0.949
C -2.743 -0.157 0.965
C -1.201 -1.049 -1.109
C -1.624 0.576 0.572
C 3.187 0.916 0.248
C 0.445 0.481 -0.716
C 3.457 -1.488 0.255
C 0.815 1.769 -0.265
N 2.949 -0.396 0.094
N -0.817 0.074 -0.456
N 2.268 1.835 0.049
O 3.638 -2.605 0.291
O 0.212 2.838 -0.259
H -4.088 -1.654 0.554
H -3.029 -2.290 -1.637
H -3.196 -0.011 1.899
H -0.222 -1.256 -1.749
H -1.103 1.388 1.031
H 4.139 1.088 0.813
H 2.656 2.741 0.159
*
```

---

No. 10
An isolated molecule of C9H7N3O2 at a distorted geometry. Source: the Open Molecules 2025 dataset; level of theory: ωB97M-V with the def2-TZVPD basis set.

Computed properties:
Electronic energy ... -18004.8355 eV
Kohn-Sham gap (alpha / beta) ... 6.6 / 7.7 eV
Energy relative to the best compared isomer or geometry (same formula, charge and spin) ... 59.16 kcal/mol
LUMO (alpha / beta) ... 0.04 / -3.62 eV

Structure (ORCA input):
```
! RIJCOSX wB97M-V def2-TZVPD def2/J DEFGRID3
* xyz 0 3
C -0.730 -2.492 1.017
C -2.903 -0.684 -0.557
C -0.701 -0.668 2.398
C -2.354 0.852 1.730
C -0.800 -1.091 0.998
C -1.753 -0.364 0.164
C -0.329 -0.322 -0.282
C 0.606 0.799 0.071
C 0.072 -1.079 -1.563
N -0.857 -3.623 1.011
N -3.710 -0.801 -1.368
N -1.568 0.453 2.712
O -0.125 -1.174 3.319
O -3.096 1.758 1.629
H 0.349 1.578 -0.660
H 1.671 0.458 -0.063
H 0.421 1.340 1.021
H 1.135 -1.035 -1.895
H -0.631 -0.581 -2.399
H -0.227 -2.199 -1.489
H -1.500 0.962 3.600
*
```

---

No. 11
An isolated molecule of C9H7N3OS at a distorted geometry. Source: the Open Molecules 2025 dataset; level of theory: ωB97M-V with the def2-TZVPD basis set.

Computed properties:
Electronic energy ... -26798.2609 eV
SMILES ... O=C1Nc2ccccc2[C@]12N=NCS2
Kohn-Sham gap ... 9.3 eV
Energy relative to the best compared isomer or geometry (same formula, charge and spin) ... 41.84 kcal/mol
LUMO ... 0.51 eV

Structure (ORCA input):
```
! RIJCOSX wB97M-V def2-TZVPD def2/J DEFGRID3
* xyz 0 1
O -2.209 2.306 0.258
C -1.239 1.612 0.107
N 0.045 2.068 0.053
C 1.028 1.092 0.002
C 2.403 1.251 0.017
C 3.186 0.105 0.074
C 2.617 -1.158 0.103
C 1.236 -1.328 0.033
C 0.494 -0.185 -0.032
C -1.258 0.087 -0.051
N -1.811 -0.299 -1.287
N -2.793 -1.008 -1.266
C -3.296 -1.417 -0.005
S -2.130 -0.798 1.287
H 0.245 3.050 0.179
H 2.850 2.232 -0.003
H 4.260 0.194 0.111
H 3.253 -2.023 0.189
H 0.783 -2.306 0.048
H -4.282 -0.974 0.151
H -3.383 -2.503 0.030
*
```

---

No. 12
A structure of composition C9H7NO at a distorted geometry. Source: the Open Molecules 2025 dataset; level of theory: ωB97M-V with the def2-TZVPD basis set.

Computed properties:
Electronic energy ... -12979.9504 eV
Kohn-Sham gap ... 9.2 eV
Energy relative to the best compared isomer or geometry (same formula, charge and spin) ... 97.28 kcal/mol
LUMO ... 0.66 eV

Structure (ORCA input):
```
! RIJCOSX wB97M-V def2-TZVPD def2/J DEFGRID3
* xyz 0 1
C 2.522 -1.418 -1.193
C 2.202 -2.094 -0.035
C 0.677 -0.522 -0.385
C 1.567 -0.357 -1.316
C -0.444 0.252 -0.021
C -0.677 0.606 1.357
C -1.769 1.397 1.741
C -2.610 1.793 0.667
C -1.424 0.717 -0.915
H 3.584 -1.859 -1.680
H 2.709 -3.268 0.419
H 1.578 0.250 -2.252
H 0.057 0.119 2.144
H -1.964 1.480 2.649
H -3.489 2.609 0.936
H -1.130 0.438 -2.066
N -2.480 1.425 -0.569
O 1.089 -1.570 0.519
*
```

---

Question: Among the records above, which one has the highest electronic energy?
Answer: C9H7N